No. 1
{
  "formula": "C43H47N3O8PS2Sc",
  "method": "ωB97M-V/def2-TZVPD",
  "charge": -2,
  "e_above_lowest_kcal_mol": 0.0,
  "species": ["Sc", "S", "C", "S", "C", "C", "N", "C", "N", "O", "C", "O", "C", "C", "C", "N", "C", "C", "C", "O", "O", "H", "H", "H", "O", "C", "C", "O", "O", "C", "C", "C", "C", "C", "C", "C", "C", "C", "C", "C", "C", "H", "H", "H", "H", "H", "H", "H", "H", "H", "H", "H", "O", "P", "C", "C", "C", "C", "C", "C", "C", "C", "C", "C", "C", "C", "C", "C", "C", "C", "C", "C", "H", "H", "H", "H", "H", "H", "H", "H", "H", "H", "H", "H", "H", "H", "H", "H", "H", "H", "H", "H", "H", "H", "H", "H", "H", "H", "H", "H", "H", "H", "H", "H", "H"],
  "coordinates": [[1.533, -0.848, -0.146], [3.201, -2.504, -1.456], [3.124, -3.487, -0.036], [1.890, -3.123, 1.121], [4.081, -4.567, 0.225], [4.812, -5.059, -0.804], [5.500, -5.442, -1.679], [4.193, -5.129, 1.474], [4.320, -5.640, 2.510], [7.455, 3.194, 1.408], [7.178, 2.154, 2.126], [7.799, 1.878, 3.199], [6.068, 1.336, 1.602], [5.838, 0.015, 2.069], [4.721, -0.683, 1.603], [3.809, -0.129, 0.746], [4.034, 1.140, 0.294], [5.118, 1.899, 0.708], [2.972, 1.766, -0.609], [2.968, 2.946, -0.950], [1.969, 0.943, -0.931], [6.535, -0.517, 2.738], [4.514, -1.702, 1.932], [5.287, 2.925, 0.313], [1.290, 0.959, 2.727], [0.089, 0.502, 3.324], [-0.680, -0.422, 2.281], [-1.807, -0.811, 2.573], [0.012, -0.767, 1.202], [0.482, -0.461, 4.479], [1.622, -1.242, 4.263], [2.064, -2.139, 5.236], [1.364, -2.259, 6.446], [0.272, -1.417, 6.659], [-0.199, -0.552, 5.688], [-0.703, 1.724, 3.752], [-2.042, 1.576, 4.197], [-2.779, 2.721, 4.555], [-2.213, 3.983, 4.498], [-0.884, 4.141, 4.100], [-0.124, 3.016, 3.756], [1.702, 1.606, 3.365], [2.173, -1.152, 3.306], [2.955, -2.724, 5.007], [1.702, -3.015, 7.145], [-0.265, -1.521, 7.626], [-1.097, 0.073, 5.877], [-2.464, 0.569, 4.210], [-3.830, 2.592, 4.841], [-2.814, 4.868, 4.732], [-0.458, 5.129, 4.012], [0.927, 3.144, 3.490], [0.125, -1.096, -1.622], [-1.178, -0.713, -2.429], [-1.860, 0.810, -1.614], [-3.205, 1.292, -2.123], [-3.639, 2.641, -1.477], [-2.874, 3.050, -0.193], [-1.348, 3.060, -0.396], [-0.906, 2.047, -1.472], [-0.614, -0.566, -4.209], [-1.361, 0.339, -5.233], [-0.753, 1.747, -5.407], [0.777, 1.739, -5.609], [1.517, 0.881, -4.570], [0.894, -0.512, -4.438], [-2.400, -2.078, -2.254], [-2.849, -2.308, -0.799], [-3.620, -3.616, -0.680], [-4.703, -3.758, -1.758], [-4.874, -2.429, -2.517], [-3.585, -2.017, -3.219], [-1.956, 0.417, -0.592], [-4.016, 0.549, -1.951], [-3.192, 1.422, -3.209], [-4.721, 2.559, -1.213], [-3.538, 3.470, -2.202], [-3.133, 2.345, 0.624], [-3.216, 4.032, 0.132], [-0.813, 2.887, 0.534], [-1.062, 4.046, -0.777], [0.141, 1.738, -1.265], [-0.843, 2.575, -2.435], [-0.923, -1.573, -4.551], [-2.442, 0.410, -5.006], [-1.310, -0.141, -6.202], [-0.919, 2.314, -4.503], [-1.225, 2.260, -6.259], [1.108, 2.771, -5.538], [0.983, 1.356, -6.631], [1.571, 1.455, -3.643], [2.534, 0.733, -4.912], [1.390, -1.038, -3.620], [1.141, -1.050, -5.372], [-1.720, -2.920, -2.525], [-3.534, -1.538, -0.442], [-1.961, -2.362, -0.172], [-4.091, -3.641, 0.303], [-2.976, -4.491, -0.716], [-5.651, -4.062, -1.316], [-4.449, -4.533, -2.481], [-5.225, -1.654, -1.831], [-5.647, -2.584, -3.298], [-3.657, -1.009, -3.690], [-3.406, -2.748, -4.027]],
  "mulliken_charge": [-0.2508, -0.5625, 0.9696, -0.5790, 0.4177, -0.0864, -0.6836, 0.0821, -0.7062, -0.7442, 0.3179, -0.7499, 0.3832, -1.1293, -0.2873, 0.4442, 0.6998, -0.7293, -0.4016, -0.7442, 0.1806, 0.4001, 0.5163, 0.4978, -0.2415, 2.4174, 0.0060, -0.7229, 1.3438, -0.5858, 0.1940, -0.8429, -0.6195, -0.7773, -0.3010, 0.0051, -0.3404, -1.0161, -0.3995, -0.8976, -0.4537, 0.3075, 0.1717, 0.4372, 0.3858, 0.3081, 0.3412, 0.5677, 0.3295, 0.3555, 0.4208, 0.3344, 0.3672, -0.9592, 1.7924, -0.0259, -0.9921, -0.5552, -0.8626, 0.9751, -0.0740, -1.0746, -0.1856, -1.2017, 0.0731, -1.0056, 0.4812, -0.8010, -0.9928, -0.6715, -0.9248, -0.4336, -0.3461, -0.2105, -0.1157, 0.4594, 0.3286, 0.1192, 0.5473, 0.0419, 0.4622, -1.2760, 0.1728, 0.4964, 0.1672, 0.7130, -0.1377, 0.4696, 0.4643, 0.3684, -0.2949, 0.5837, -0.0002, 0.5436, 0.7761, 0.1191, 0.0675, 0.4501, 0.3333, 0.4002, 0.3158, 0.2217, 0.4839, 0.0564, 0.3079]
}

No. 2
{
  "formula": "C8H12ClN",
  "method": "ωB97M-V/def2-TZVPD",
  "charge": 0,
  "e_above_lowest_kcal_mol": 53.3,
  "smiles": "CC(C)=N/C=C\\C=C(/C)Cl",
  "species": ["C", "C", "C", "N", "C", "C", "C", "C", "C", "Cl", "H", "H", "H", "H", "H", "H", "H", "H", "H", "H", "H", "H"],
  "coordinates": [[-2.786, -0.122, -0.626], [-1.662, -0.243, 0.290], [-1.673, -1.532, 1.177], [-0.598, 0.444, 0.482], [-0.150, 1.637, -0.035], [1.157, 1.944, -0.107], [2.389, 1.235, 0.412], [2.637, -0.033, 0.180], [1.979, -0.800, -0.927], [3.866, -0.999, 0.970], [-3.485, -0.959, -0.555], [-2.313, -0.042, -1.584], [-3.277, 0.789, -0.362], [-2.547, -1.721, 1.677], [-1.021, -1.479, 2.020], [-1.430, -2.307, 0.486], [-0.821, 2.488, -0.282], [1.370, 2.944, -0.611], [3.081, 1.816, 0.985], [1.459, -0.172, -1.607], [1.161, -1.387, -0.437], [2.663, -1.500, -1.545]],
  "nbo_charge": [-0.7048, 0.3743, -0.6524, -0.4860, -0.0407, -0.2202, -0.2736, 0.0329, -0.6708, -0.0207, 0.2313, 0.2395, 0.2401, 0.2072, 0.2305, 0.2149, 0.1825, 0.2054, 0.2246, 0.2246, 0.2315, 0.2302]
}

No. 3
{
  "formula": "C4H6N2O8",
  "method": "ωB97M-V/def2-TZVPD",
  "spin_multiplicity": 3,
  "charge": 0,
  "e_above_lowest_kcal_mol": 0.0,
  "s_squared": 2.007,
  "species": ["C", "C", "C", "C", "N", "N", "O", "O", "O", "O", "O", "O", "O", "O", "H", "H", "H", "H", "H", "H"],
  "coordinates": [[1.880, 1.800, -1.456], [0.997, 0.343, 0.290], [-1.307, -0.591, 1.127], [0.948, 0.599, -1.215], [-1.135, -1.434, 2.070], [-0.417, 1.074, -1.723], [2.840, 1.719, -2.200], [-1.093, -1.061, 3.406], [-1.022, -2.665, 1.839], [-0.936, 1.950, -1.111], [-0.853, 0.602, -2.754], [1.138, 1.220, 1.033], [-1.546, -0.890, -0.139], [1.242, -0.646, -1.796], [1.667, 2.716, -0.826], [0.969, -0.697, 0.552], [-0.966, 0.413, 1.291], [-0.962, -1.863, 3.990], [-1.851, -1.791, -0.104], [0.407, -0.797, -2.275]],
  "nbo_charge": [0.3896, 0.4027, 0.1906, 0.1028, 0.1992, 0.5367, -0.4484, -0.5359, -0.3701, -0.3371, -0.3719, -0.4907, -0.6253, -0.6687, 0.1754, 0.1481, 0.1985, 0.5062, 0.5026, 0.4959]
}

No. 4
{
  "formula": "C4H11N3",
  "method": "ωB97M-V/def2-TZVPD",
  "charge": 0,
  "e_above_lowest_kcal_mol": 135.4,
  "smiles": "C=C(C)CNNN",
  "species": ["C", "C", "C", "C", "N", "N", "N", "H", "H", "H", "H", "H", "H", "H", "H", "H", "H", "H"],
  "coordinates": [[-0.296, -2.105, -0.753], [-0.101, -0.929, -0.085], [1.288, -0.717, 0.470], [-1.382, -0.273, 0.542], [-1.155, 1.136, 0.786], [-0.265, 1.372, -0.577], [0.847, 2.205, -0.572], [0.474, -2.865, -0.843], [-1.285, -2.469, -1.013], [1.773, -1.652, 0.762], [1.935, -0.330, -0.322], [1.313, -0.062, 1.345], [-2.199, -0.359, -0.184], [-1.681, -0.823, 1.440], [-0.471, 1.234, 1.537], [-0.628, 1.047, -1.473], [0.885, 2.859, -1.350], [0.950, 2.733, 0.290]],
  "nbo_charge": [-0.4820, 0.0516, -0.6591, -0.2811, -0.4220, -0.4045, -0.6798, 0.1915, 0.1857, 0.2148, 0.2382, 0.1951, 0.1964, 0.2130, 0.3386, 0.3914, 0.3518, 0.3604]
}

No. 5
{
  "formula": "C16H14F3N9",
  "method": "ωB97M-V/def2-TZVPD",
  "total_energy_ev": -38379.3191,
  "charge": 0,
  "smiles": "CNc1ncnn2c(C)nc(-c3cnn(C)c3-c3cnc(C(F)(F)F)cn3)c12",
  "species": ["C", "N", "C", "N", "C", "N", "N", "C", "C", "N", "C", "C", "C", "N", "N", "C", "C", "C", "C", "N", "C", "C", "F", "F", "F", "C", "N", "C", "H", "H", "H", "H", "H", "H", "H", "H", "H", "H", "H", "H", "H", "H"],
  "coordinates": [[-0.655, 0.901, -3.025], [-0.167, 1.006, -1.619], [-0.749, 1.895, -0.737], [-1.801, 2.529, -1.158], [-2.268, 3.415, -0.187], [-1.704, 3.691, 0.990], [-0.597, 2.959, 1.342], [0.192, 2.850, 2.527], [0.100, 3.831, 3.696], [1.104, 1.832, 2.510], [0.890, 1.150, 1.293], [1.786, 0.083, 0.879], [3.174, 0.344, 1.052], [3.881, -0.602, 0.585], [2.893, -1.440, 0.117], [3.264, -2.422, -0.857], [1.633, -1.065, 0.328], [0.391, -1.667, -0.035], [-0.823, -1.558, 0.687], [-1.995, -2.214, 0.549], [-2.020, -3.002, -0.558], [-3.128, -3.939, -0.911], [-3.481, -3.699, -2.167], [-2.554, -5.210, -0.869], [-4.259, -3.895, -0.170], [-0.894, -3.130, -1.327], [0.365, -2.568, -1.064], [-0.114, 1.874, 0.558], [-1.764, 0.916, -2.947], [-0.203, 0.081, -3.484], [-0.369, 1.831, -3.515], [0.784, 0.848, -1.364], [-3.161, 3.992, -0.432], [0.048, 4.784, 3.215], [-0.711, 3.543, 4.447], [1.169, 3.740, 4.118], [3.491, 1.262, 1.497], [4.241, -2.784, -0.550], [2.507, -3.308, -0.807], [3.159, -2.015, -1.918], [-0.756, -0.879, 1.478], [-0.900, -3.960, -2.166]],
  "nbo_charge": [-0.4141, -0.5767, 0.4313, -0.5453, 0.2384, -0.2934, -0.1835, 0.3702, -0.6636, -0.4405, 0.1060, -0.1751, -0.0005, -0.2119, -0.1738, -0.4170, 0.1231, 0.1443, 0.0358, -0.3188, 0.0200, 0.9636, -0.3077, -0.3342, -0.2969, 0.0151, -0.3821, 0.0198, 0.2344, 0.2078, 0.1973, 0.3925, 0.2013, 0.2328, 0.2430, 0.2443, 0.2207, 0.2274, 0.2327, 0.2023, 0.2039, 0.2273]
}

No. 6
{
  "formula": "C28H37I2N3O6PS",
  "method": "ωB97M-V/def2-TZVPD",
  "charge": 1,
  "e_above_lowest_kcal_mol": 588.8,
  "smiles": "CCNc1c(COCCOCC)c(I)c(-c2ccccn2)c2c(CC(=O)I)c(P(=O)(O)O)[n+](CC)c(CCCS)c12",
  "species": ["C", "C", "N", "C", "C", "C", "O", "C", "C", "O", "C", "C", "C", "I", "C", "C", "C", "C", "C", "C", "N", "C", "C", "C", "C", "O", "I", "C", "P", "O", "O", "O", "N", "C", "C", "C", "C", "C", "C", "S", "C", "H", "H", "H", "H", "H", "H", "H", "H", "H", "H", "H", "H", "H", "H", "H", "H", "H", "H", "H", "H", "H", "H", "H", "H", "H", "H", "H", "H", "H", "H", "H", "H", "H", "H", "H", "H", "H"],
  "coordinates": [[0.038, -4.727, 1.754], [-0.687, -3.417, 1.010], [-0.300, -2.137, 1.716], [-0.357, -0.920, 0.824], [-1.924, -0.485, 0.452], [-3.269, -1.223, 1.021], [-4.075, -1.927, 0.012], [-5.512, -1.784, 0.322], [-6.021, -2.633, 1.629], [-5.739, -2.007, 2.930], [-6.540, -0.794, 3.157], [-5.642, 0.460, 3.803], [-2.108, 0.789, -0.543], [-4.169, 1.427, -0.999], [-0.741, 1.554, -1.133], [-1.223, 2.835, -2.096], [-1.544, 4.185, -1.294], [-2.083, 5.495, -2.098], [-2.208, 5.165, -3.688], [-1.858, 3.694, -4.222], [-1.367, 2.470, -3.530], [0.796, 1.141, -0.797], [2.121, 1.923, -1.452], [2.007, 3.132, -2.556], [1.698, 4.618, -1.942], [1.377, 5.635, -2.772], [1.832, 5.049, 0.208], [3.628, 1.383, -0.926], [5.076, 2.384, -1.676], [5.158, 1.906, -3.218], [4.837, 4.148, -1.583], [6.666, 2.206, -1.068], [3.770, 0.196, 0.061], [5.207, -0.200, 0.353], [5.917, -0.872, -1.011], [2.548, -0.529, 0.679], [2.844, -1.732, 1.809], [3.132, -3.197, 1.149], [2.439, -3.482, -0.304], [3.741, -3.584, -1.700], [0.986, -0.136, 0.267], [-0.794, -5.279, 2.404], [0.818, -4.313, 2.521], [0.455, -5.513, 0.994], [-0.513, -3.407, -0.157], [-1.856, -3.621, 1.145], [-0.973, -2.019, 2.520], [-3.953, -0.367, 1.492], [-3.071, -1.981, 1.916], [-6.116, -2.217, -0.612], [-5.875, -0.679, 0.451], [-5.605, -3.745, 1.637], [-7.208, -2.746, 1.568], [-7.340, -1.057, 4.000], [-7.141, -0.422, 2.222], [-5.648, 0.446, 4.973], [-6.050, 1.518, 3.474], [-4.511, 0.412, 3.454], [-1.395, 4.246, -0.128], [-2.314, 6.533, -1.610], [-2.556, 6.004, -4.437], [-2.018, 3.534, -5.397], [1.209, 2.758, -3.363], [2.962, 3.283, -3.248], [5.098, 4.347, -0.628], [6.731, 2.620, -0.148], [5.795, 0.710, 0.788], [5.379, -1.058, 1.117], [6.050, -2.051, -0.887], [5.223, -0.682, -1.933], [7.016, -0.451, -1.137], [3.809, -1.481, 2.473], [2.019, -1.734, 2.675], [4.311, -3.264, 0.977], [2.907, -4.042, 1.962], [1.535, -2.794, -0.580], [1.994, -4.588, -0.248], [3.179, -2.910, -2.797]],
  "mulliken_charge": [-1.0206, 0.0797, 0.0787, -0.9698, 0.6357, -0.3368, -0.3476, -0.1124, -0.5206, -0.3417, -0.3163, -0.7256, -1.1647, 0.0651, 0.4511, -0.2058, -0.3687, -0.3762, -0.3471, -0.0561, -0.4993, 0.4466, 0.0011, -0.3652, 0.2801, -0.5335, 0.0228, -0.0139, 0.8044, -0.6458, -0.4615, -0.4964, 0.3573, -0.3261, -0.7950, 0.3654, -0.8308, -0.6768, -0.1311, -0.2656, 0.2126, 0.3523, 0.1856, 0.2075, 0.3635, 0.1287, 0.4623, 0.1554, 0.2187, 0.3109, 0.0763, 0.2634, 0.3491, 0.2953, 0.2680, 0.2856, 0.2630, 0.1304, 0.4623, 0.3410, 0.3133, 0.3235, 0.3274, 0.4185, 0.3180, 0.3509, 0.2077, 0.2947, 0.3007, 0.2638, 0.2386, 0.4726, 0.3490, 0.4411, 0.3329, 0.0372, 0.1657, 0.1752]
}

| no. | F_max (eV Å⁻¹) |
| --- | --- |
| 1 | 4.9 |
| 2 | 4.1 |
| 3 | 10.1 |
| 4 | 3.6 |
| 5 | 7.7 |
| 6 | 9.5 |